Arrangement P

Formula: H64O32
Source: OMol25
Level of theory: wB97M-V/def2-TZVPD

Results
orbital gap = 9.09 eV
molar mass = 576.5 g mol⁻¹

Geometry as ORCA input:
```
! RIJCOSX wB97M-V def2-TZVPD def2/J DEFGRID3
* xyz 0 1
O 0.1046 -3.0489 4.3297
H 0.9399 -2.6684 4.6014
H 0.2112 -3.2181 3.3936
O -1.1527 0.7945 2.9381
H -1.3550 0.2185 3.6754
H -2.0076 1.0501 2.5917
O 3.8094 0.4088 0.6577
H 3.9872 1.2979 0.9644
H 3.0259 0.1414 1.1382
O 1.0579 -3.1643 -0.8195
H 0.4214 -3.6756 -0.3197
H 1.5182 -2.6442 -0.1609
O -2.0758 -2.1631 -1.8977
H -2.1174 -2.9415 -1.3422
H -1.6577 -1.4991 -1.3495
O 2.0614 -1.2867 5.0047
H 2.6906 -1.9086 5.3703
H 2.5937 -0.6843 4.4850
O 2.6192 -4.8345 -2.5043
H 2.1694 -5.4578 -3.0748
H 1.9142 -4.3465 -2.0789
O -3.4732 -3.7408 0.6810
H -3.3140 -4.5947 1.0832
H -3.8377 -3.2072 1.3871
O 1.6476 -1.6560 -3.1352
H 2.0720 -0.9076 -2.7156
H 1.3478 -2.2009 -2.4075
O -5.8302 -2.0534 -0.3854
H -6.5140 -1.6821 0.1722
H -5.0474 -2.0574 0.1654
O -0.5769 -0.2911 -0.2710
H 0.1854 -0.5055 0.2666
H -0.5101 0.6525 -0.4169
O -0.9043 -3.2763 1.3424
H -1.8180 -3.3608 1.0697
H -0.7322 -2.3351 1.3162
O 1.2551 -0.8174 1.4282
H 1.0331 -0.3807 2.2506
H 1.7246 -1.6077 1.6952
O 2.9500 2.4532 -3.0433
H 2.0458 2.7638 -3.0903
H 3.4405 3.1951 -2.6893
O -0.7242 2.3473 -0.6541
H -1.4911 2.4713 -0.0950
H -0.1872 3.1248 -0.5008
O -4.3031 1.1305 -1.6156
H -3.8483 0.7096 -0.8861
H -3.7699 0.9226 -2.3829
O -0.5139 2.1030 -3.5918
H -1.3575 1.8583 -3.9722
H -0.6654 2.0945 -2.6467
O 0.7011 -5.7831 1.3009
H 0.0366 -5.1584 1.5914
H 0.4721 -5.9713 0.3908
O -2.8997 0.9549 -4.4106
H -3.7890 1.1249 -4.7213
H -2.5637 0.2812 -5.0018
O 0.6869 4.6416 -3.9042
H 0.1167 3.9298 -3.6135
H 1.0169 4.3524 -4.7549
O 4.7540 -2.1314 0.8509
H 4.4343 -1.2347 0.9508
H 5.6609 -2.0981 1.1553
O 2.4659 5.0296 1.4553
H 1.6966 4.5607 1.1320
H 2.3918 5.9042 1.0735
O -2.1353 4.6513 -2.2681
H -2.6661 4.0680 -2.8104
H -2.1756 5.4970 -2.7147
O -3.1730 1.4091 1.4367
H -4.1223 1.3305 1.3416
H -2.9780 2.3057 1.1639
O -2.1822 -1.5484 4.6503
H -1.4661 -2.1794 4.5779
H -2.1188 -1.2151 5.5453
O -2.8601 3.9628 0.1834
H -2.7378 3.9413 -0.7657
H -2.6318 4.8578 0.4347
O 2.4964 -3.1421 2.1422
H 2.2224 -4.0494 2.2758
H 3.3568 -3.2097 1.7283
O -0.2295 3.5840 2.7909
H -0.4206 2.6461 2.7834
H -1.0893 4.0038 2.8203
O 3.3528 0.6891 3.5681
H 3.5167 1.5268 3.1350
H 4.2125 0.4093 3.8827
O 4.0944 -0.1823 -2.4345
H 4.0954 -0.2582 -1.4803
H 3.6647 0.6552 -2.6081
O -0.9308 -1.7972 -4.5914
H -0.9738 -1.7590 -3.6359
H -0.0625 -1.4564 -4.8063
O 0.5864 4.7710 -1.0765
H 0.5395 5.6502 -0.7011
H 0.5932 4.9141 -2.0229
*
```

Löwdin population analysis, charges in e, atoms 1 to 5: atom 1 (O): -0.042, atom 2 (H): -0.004, atom 3 (H): 0.006, atom 4 (O): -0.053, atom 5 (H): 0.014

=====

Arrangement Q

Formula: H64O32
Source: OMol25
Level of theory: wB97M-V/def2-TZVPD

Results
orbital gap = 10.76 eV
molar mass = 576.5 g mol⁻¹

Geometry as ORCA input:
```
! RIJCOSX wB97M-V def2-TZVPD def2/J DEFGRID3
* xyz 0 1
O 0.2417 3.0445 4.0232
H 0.1394 3.6955 3.2651
H 0.7764 2.3576 3.6152
O -5.9911 -1.8582 0.3432
H -5.5330 -2.5448 0.8614
H -5.5016 -1.8437 -0.4737
O 2.3483 2.2663 -1.9600
H 3.2782 2.2415 -2.2249
H 2.0917 1.4573 -1.5617
O 3.2513 -0.2549 1.7036
H 3.9931 0.1161 1.1715
H 2.7043 0.5222 1.9155
O 1.7243 -5.5405 -2.2301
H 1.7694 -4.7012 -2.7796
H 2.5344 -6.0251 -2.3328
O 0.3901 -3.4916 -0.5228
H 1.0086 -3.2342 0.1907
H 0.7897 -4.2736 -0.9810
O 2.3422 -2.8204 1.4023
H 2.7351 -2.0048 1.7746
H 2.2746 -3.4477 2.1436
O 0.6176 4.8293 1.9002
H 0.3658 5.7478 2.0188
H 1.3882 4.8266 1.3962
O -1.1317 -1.5708 -1.0201
H -0.6079 -0.8185 -1.3423
H -0.6079 -2.3611 -0.9404
O 0.0445 -0.5906 3.1600
H -0.7822 -0.7359 2.6005
H -0.3641 -0.2636 3.9683
O -3.5354 0.7285 -1.1435
H -4.1465 0.8221 -0.3866
H -3.6141 -0.1819 -1.4028
O 5.1638 0.1606 -0.6499
H 4.6056 0.1337 -1.4477
H 6.0658 0.0639 -0.9702
O -1.2563 3.0251 0.6333
H -0.7451 3.8303 0.5303
H -1.4230 2.7335 -0.2714
O -4.4732 0.5712 -4.4958
H -4.3850 1.1283 -3.7087
H -5.3672 0.7124 -4.7469
O 3.3125 -0.3018 4.8733
H 3.3031 -0.4568 3.9146
H 2.4467 -0.6635 5.1079
O -4.4967 0.8066 1.3132
H -5.2166 0.1737 1.3036
H -4.4555 1.1477 2.2791
O 3.3199 3.2653 5.0619
H 2.7483 3.8456 5.5792
H 3.4168 2.4540 5.5237
O 3.6982 -0.8581 -2.8777
H 4.0270 -1.7606 -2.9537
H 2.8995 -0.7851 -2.3915
O 1.4999 -2.7880 -3.0247
H 1.1645 -2.0564 -3.5771
H 1.1696 -2.5949 -2.1744
O 1.0089 1.4229 1.8699
H 0.3880 1.9514 1.3423
H 0.5570 0.7624 2.4038
O 0.7129 -0.2503 -4.0644
H 1.4866 0.0951 -4.4897
H -0.0971 -0.3965 -4.6250
O 2.9487 4.1115 0.3043
H 2.7253 3.3685 -0.3185
H 3.3158 4.7828 -0.1993
O -3.9739 0.8329 4.0560
H -3.5231 1.5274 4.5318
H -3.3182 0.1514 4.0864
O -1.8751 -0.8301 -4.7718
H -2.7303 -0.4204 -5.0108
H -1.8125 -1.7935 -4.8579
O -3.5736 -3.3316 1.3521
H -3.0945 -3.6876 0.6191
H -3.3826 -2.4019 1.2162
O -1.7762 1.7793 5.2059
H -1.1337 2.3391 4.6249
H -1.4755 1.9856 6.0752
O 1.3235 -0.3795 -0.9163
H 1.8428 -0.4453 -0.0653
H 0.6688 0.3239 -0.7077
O -3.8162 -2.1877 -2.0909
H -3.6903 -1.8162 -2.9933
H -2.9635 -2.2304 -1.6377
O -0.8132 -3.5770 -4.7860
H 0.1374 -3.4723 -4.5378
H -1.1318 -4.4234 -4.4451
O 5.2011 3.0374 -1.5568
H 4.8883 3.4190 -0.7624
H 5.4821 2.1431 -1.2856
O -1.0491 1.4457 -1.7516
H -1.9923 1.2531 -1.6816
H -0.8453 1.3422 -2.6891
O -2.0942 -0.9382 1.5359
H -1.7346 -1.0803 0.6720
H -2.8063 -0.2913 1.3676
*
```

Löwdin population analysis, charges in e, atoms 1 to 5: atom 1 (O): -0.073, atom 2 (H): 0.051, atom 3 (H): 0.020, atom 4 (O): -0.052, atom 5 (H): 0.028

=====

Stability, descending: arrangement Q, arrangement P

=====

Arrangement P

Formula: F2HO2P
Source: OMol25
Level of theory: wB97M-V/def2-TZVPD

Results
orbital gap = 8.98 eV
molar mass = 102.0 g mol⁻¹

Geometry as ORCA input:
```
! RIJCOSX wB97M-V def2-TZVPD def2/J DEFGRID3
* xyz 0 1
O -0.8430 2.1613 -0.4090
O 1.6211 0.6007 -0.3079
F -2.1153 1.9279 0.0561
F 2.7225 1.5154 -0.1031
P 0.4652 0.6872 0.7643
H -0.0863 -0.3753 0.0207
*
```

Löwdin population analysis, charges in e, atoms 1 to 5: atom 1 (O): -0.307, atom 2 (O): -0.403, atom 3 (F): -0.226, atom 4 (F): -0.089, atom 5 (P): 1.054

=====

Arrangement Q

Formula: F2HO2P
Source: OMol25
Level of theory: wB97M-V/def2-TZVPD

Results
orbital gap = 11.42 eV
molar mass = 102.0 g mol⁻¹

Geometry as ORCA input:
```
! RIJCOSX wB97M-V def2-TZVPD def2/J DEFGRID3
* xyz 0 1
F -0.7254 1.9647 0.9520
O -0.9865 0.8338 0.1685
P -0.1495 -0.6477 0.5470
O 0.8435 -0.5983 -0.7625
F 2.2001 -0.2856 -0.4638
H -1.1822 -1.2670 -0.4413
*
```

Löwdin population analysis, charges in e, atoms 1 to 5: atom 1 (F): -0.124, atom 2 (O): -0.382, atom 3 (P): 0.950, atom 4 (O): -0.383, atom 5 (F): -0.114

=====

Stability, descending: arrangement Q, arrangement P

=====

Arrangement P

Formula: C8H16O
Source: OMol25
Level of theory: wB97M-V/def2-TZVPD

Results
orbital gap = 9.42 eV
molar mass = 128.2 g mol⁻¹

Geometry as ORCA input:
```
! RIJCOSX wB97M-V def2-TZVPD def2/J DEFGRID3
* xyz 0 1
C 1.4049 -1.0312 1.3766
C 1.2242 -0.0146 0.2785
C 2.2607 -0.0950 -0.8135
C 0.2114 0.9034 0.2814
C 0.1464 2.0565 -0.6954
C -0.6899 1.1125 1.4787
H 2.0319 -1.8683 1.0539
H 0.4479 -1.4750 1.6668
H 1.8727 -0.5661 2.2501
H 3.1003 0.5662 -0.5739
H 2.6496 -1.1125 -0.9202
H 1.8651 0.1794 -1.7939
H 0.5742 1.8175 -1.6707
H 0.6761 2.9283 -0.2990
H -0.8960 2.3454 -0.8669
H -0.3168 1.9287 2.1053
H -1.6970 1.3840 1.1458
H -0.7938 0.2234 2.1035
C -2.5061 -1.3311 -0.4539
C -1.3149 -1.2560 -1.3629
O -0.4894 -2.1733 -1.4446
H -2.2442 -1.8814 0.4527
H -3.3288 -1.8343 -0.9663
H -2.8181 -0.3207 -0.1798
H -1.3705 -0.4859 -2.1522
*
```

Löwdin population analysis, charges in e, atoms 1 to 5: atom 1 (C): -0.061, atom 2 (C): -0.312, atom 3 (C): -0.061, atom 4 (C): -0.333, atom 5 (C): -0.069

=====

Arrangement Q

Formula: C8H16O
Source: OMol25
Level of theory: wB97M-V/def2-TZVPD

Results
orbital gap = 10.33 eV
molar mass = 128.2 g mol⁻¹

Geometry as ORCA input:
```
! RIJCOSX wB97M-V def2-TZVPD def2/J DEFGRID3
* xyz 0 1
C 0.7877 0.8472 -2.9925
C 1.2015 -0.0908 -2.1616
C 1.2526 0.0438 -0.6653
C 2.1436 1.2130 -0.2249
O 1.7291 -1.1810 -0.1453
H 0.7759 0.6932 -4.0568
H 0.4323 1.8085 -2.6478
H 1.5521 -1.0479 -2.5246
H 0.2328 0.2241 -0.2936
H 3.1647 1.0350 -0.5440
H 1.7952 2.1399 -0.6635
H 2.1283 1.3101 0.8571
H 1.5960 -1.1861 0.8065
C -0.6827 -1.6517 1.7509
C -1.4322 -0.6443 1.3302
C -2.3542 -0.7654 0.1539
C -1.4428 0.6907 2.0153
H -0.0458 -1.5623 2.6158
H -0.6888 -2.6081 1.2601
H -2.2296 -1.7243 -0.3418
H -3.3880 -0.6764 0.4830
H -2.1670 0.0294 -0.5688
H -2.4451 0.9143 2.3762
H -0.7598 0.7053 2.8626
H -1.1558 1.4839 1.3190
*
```

Löwdin population analysis, charges in e, atoms 1 to 5: atom 1 (C): 0.006, atom 2 (C): -0.123, atom 3 (C): -0.452, atom 4 (C): -0.035, atom 5 (O): -0.046

=====

Stability, descending: arrangement P, arrangement Q

=====

Arrangement P

Formula: C2H4F2
Source: OMol25
Level of theory: wB97M-V/def2-TZVPD

Results
orbital gap (spin up / spin down) = 9.71 / 8.41 eV
molar mass = 66.0 g mol⁻¹

Geometry as ORCA input:
```
! RIJCOSX wB97M-V def2-TZVPD def2/J DEFGRID3
* xyz 0 1
C -1.3722 0.8271 -0.4893
C 1.3538 -0.9109 0.7241
F -1.2079 -0.1391 -1.3621
F 2.4640 -0.5259 0.1093
H -0.8154 1.6695 -0.7025
H -2.4301 1.1505 -0.2054
H 1.0164 -0.2452 1.4738
H 0.9914 -1.8260 0.4522
*
```

Löwdin population analysis, charges in e, atoms 1 to 5: atom 1 (C): -0.059, atom 2 (C): -0.023, atom 3 (F): -0.036, atom 4 (F): -0.041, atom 5 (H): 0.017

=====

Arrangement Q

Formula: C2H4F2
Source: OMol25
Level of theory: wB97M-V/def2-TZVPD

Results
orbital gap (spin up / spin down) = 7.81 / 10.58 eV
molar mass = 66.0 g mol⁻¹

Geometry as ORCA input:
```
! RIJCOSX wB97M-V def2-TZVPD def2/J DEFGRID3
* xyz 0 1
C 0.6792 0.0957 -0.4749
C -0.6291 0.2150 0.1550
F -1.6902 0.1294 -0.6006
F -0.7063 0.9959 1.2196
H 1.2335 -0.5986 0.0843
H 0.6144 -0.0692 -1.5388
H 1.2483 1.0273 -0.2531
H -0.7498 -1.7955 1.4086
*
```

Löwdin population analysis, charges in e, atoms 1 to 5: atom 1 (C): -0.034, atom 2 (C): -0.497, atom 3 (F): 0.115, atom 4 (F): 0.089, atom 5 (H): 0.053

=====

Stability, descending: arrangement Q, arrangement P